Entry from OMol25: a molecular structure, C23H33FNO2P2Yb (wB97M-V/def2-TZVPD).

Geometry (Å):
C: 1.8738 -1.9517 -3.1272
C: 1.6161 -1.0626 -2.0467
N: 0.3823 -1.1073 -1.4086
C: -0.5486 -1.9786 -1.8339
C: -0.2980 -2.9061 -2.8470
C: 0.9272 -2.8794 -3.5106
C: 2.6140 -0.1425 -1.6325
P: 2.6347 0.7306 -0.0926
Yb: -0.0348 0.2837 0.5587
P: -2.5296 -0.3783 -0.4852
C: -1.9160 -1.9906 -1.1674
C: -1.4613 2.2443 1.6290
C: -0.6285 2.1664 2.7823
C: -0.5888 3.2573 3.6712
C: -1.3511 4.4138 3.4330
C: -2.1500 4.5038 2.2723
C: -2.1916 3.4479 1.3654
O: 3.1969 2.6576 -6.7050
O: -0.6602 0.4649 -4.1865
H: 2.8479 -1.8808 -3.6134
H: -1.0844 -3.6136 -3.1055
H: 1.1282 -3.5785 -4.3218
C: 3.6901 -0.3455 0.9670
C: 3.7832 2.1020 -0.4819
H: -2.6658 -2.3070 -1.9110
H: -1.9227 -2.7485 -0.3648
H: 3.5304 2.6875 -5.8449
H: 3.4633 -0.0261 -2.3153
C: -4.0224 -0.9863 0.3801
C: -3.2484 0.2822 -2.0284
H: -0.0671 1.2493 3.0386
H: 0.0351 3.2066 4.5684
H: -1.3351 5.2422 4.1416
H: -2.7444 5.4009 2.1001
H: -2.7870 3.5068 0.4501
H: -1.2915 1.5557 0.6534
H: 0.1112 0.9822 -3.9092
H: -0.3201 -0.2536 -4.6633
H: 2.5698 1.9164 -6.7052
H: -1.9516 1.2798 1.2272
H: 4.7195 -0.3052 0.5864
H: 3.6570 0.0191 2.0031
H: 3.3175 -1.3781 0.9377
H: 4.8239 1.7581 -0.4038
H: 3.5736 2.4648 -1.4972
H: 3.6020 2.9102 0.2406
H: -4.0082 -0.4173 -2.4061
H: -3.7294 1.2453 -1.8130
H: -2.4703 0.4302 -2.7929
H: -4.7536 -1.3895 -0.3359
H: -3.7551 -1.7663 1.1067
H: -4.4819 -0.1535 0.9291
F: 0.5307 -4.0703 5.3703
C: 0.3858 -3.1720 4.3374
C: -0.5593 -3.4443 3.3526
C: -0.7077 -2.5074 2.2985
C: 0.0819 -1.3839 2.2922
C: 1.0289 -1.1204 3.2579
C: 1.1869 -2.0362 4.3292
H: -1.1674 -4.3458 3.3923
H: -1.4524 -2.7030 1.5249
H: 1.6602 -0.2266 3.2391
H: 1.9121 -1.8525 5.1209

Calculated values
Energy relative to the best compared isomer or geometry (same formula, charge and spin) in eV: 1.5491
Highest occupied orbital energy (alpha / beta) in eV: -6.3 / -6.3
Net charge: 0
Total energy in a.u.: -3042.475196
Multiplicity: 2
Largest force on an atom in eV Å⁻¹: 4.94

Löwdin population analysis, charges in e, atoms 1 to 5: atom 1 (C): -0.0692, atom 2 (C): -0.3928, atom 3 (N): -0.0150, atom 4 (C): -0.3593, atom 5 (C): -0.0830


Entry from OMol25: a molecular structure, C23H33IrN4O2Sb2Se (wB97M-V/def2-TZVPD).

Geometry (Å):
Ir: 0.0727 0.0192 -0.1755
C: 0.8171 1.6446 3.1460
Sb: 0.1573 -0.2332 2.4451
C: 1.4901 -1.6753 3.2098
C: -1.7225 -0.7007 3.3464
C: -1.8177 -2.1928 3.4927
C: -1.4116 -2.7810 4.6873
C: -1.4285 -4.1576 4.8522
C: -1.8543 -4.9711 3.8127
C: -2.2787 -4.3968 2.6253
C: -2.2692 -3.0133 2.4507
C: -2.8267 -2.4511 1.1778
Sb: -1.4352 -2.0649 -0.3896
C: -0.3085 -3.8071 -0.7321
C: -2.5736 -1.5972 -2.1015
H: 0.9887 1.5788 4.2195
H: 0.0579 2.3971 2.9421
H: 1.7469 1.9096 2.6467
H: 1.4395 -1.6246 4.2966
H: 2.5081 -1.4652 2.8881
H: 1.1833 -2.6696 2.8896
H: -2.5035 -0.2578 2.7301
H: -1.7358 -0.1964 4.3124
H: -1.0981 -2.1493 5.5107
H: -1.1249 -4.5917 5.7951
H: -1.8840 -6.0450 3.9351
H: -2.6614 -5.0333 1.8351
H: -3.4086 -1.5374 1.2980
H: -3.4782 -3.1822 0.6899
H: -1.0005 -4.6422 -0.8391
H: 0.3555 -3.9834 0.1112
H: 0.2543 -3.6763 -1.6532
H: -3.2232 -2.4435 -2.3247
H: -1.9090 -1.4054 -2.9410
H: -3.1836 -0.7204 -1.8883
O: -0.0810 0.7530 -2.0699
N: -1.0564 1.5929 -2.2575
N: -1.7527 1.8304 -1.2409
O: -1.4759 1.2473 -0.0620
C: -2.8854 2.7338 -1.2901
C: -3.1923 3.3556 -2.4949
C: -4.2768 4.2137 -2.5213
C: -5.0262 4.4380 -1.3719
C: -4.6957 3.8042 -0.1823
C: -3.6141 2.9396 -0.1282
H: -2.6052 3.1798 -3.3839
H: -4.5360 4.7113 -3.4453
H: -5.8706 5.1127 -1.4047
H: -5.2785 3.9850 0.7100
H: -3.3465 2.4504 0.7957
C: 3.5945 -2.7392 -2.6868
N: 3.5221 -1.2802 -2.8102
C: 4.1063 -0.5560 -3.8190
C: 3.8904 0.7537 -3.5459
N: 3.1737 0.8132 -2.3759
C: 2.8283 2.0628 -1.6947
C: 2.9580 -0.4338 -1.9380
Se: 2.1841 -0.9820 -0.2694
H: 4.0094 -3.1372 -3.6077
H: 2.5987 -3.1496 -2.5419
H: 4.2424 -3.0103 -1.8556
H: 4.6166 -1.0281 -4.6409
H: 4.1805 1.6400 -4.0835
H: 2.9460 2.8774 -2.4029
H: 3.4954 2.2202 -0.8494
H: 1.7923 2.0339 -1.3686

Calculated values
Energy relative to the best compared isomer or geometry (same formula, charge and spin) in eV: 0.1540
Highest occupied orbital energy (alpha / beta) in eV: -16.4 / -16.4
Net charge: +3
Total energy in a.u.: -4250.927456
Multiplicity: 2
Largest force on an atom in eV Å⁻¹: 0.38

Löwdin population analysis, charges in e, atoms 1 to 5: atom 1 (Ir): 0.5940, atom 2 (C): -0.2483, atom 3 (Sb): 1.3381, atom 4 (C): -0.2596, atom 5 (C): -0.2546


Entry from OMol25: 4 unconnected molecules or ions with the total composition C23H33N2O12 (wB97M-V/def2-TZVPD).

Geometry (Å):
C: 3.2742 -0.7437 -0.0812
C: 2.1929 0.0471 0.6314
O: 1.7941 -0.2628 1.7317
O: 1.7629 1.1199 -0.0657
C: 0.6676 1.8102 0.5436
C: -0.0018 2.6197 -0.5673
C: -0.4863 1.6780 -1.6954
N: -1.5223 0.7765 -1.1424
C: -2.7902 1.1295 -1.0287
C: -3.8014 0.3594 -0.4925
C: -3.4120 -0.8957 -0.0410
C: -4.3747 -1.8339 0.6051
C: -4.5258 -1.3767 2.0878
O: -4.8965 -0.2468 2.2896
C: -2.0538 -1.1821 -0.2418
N: -1.1330 -0.4210 -0.7597
H: 2.8419 -1.1204 -1.0108
H: 3.6648 -1.5167 0.5712
H: 4.0497 -0.0228 -0.3592
H: 1.0082 2.4530 1.3586
H: -0.0535 1.1113 0.9750
H: 0.6626 3.3907 -0.9580
H: -0.8984 3.0776 -0.1495
H: -0.9903 2.2585 -2.4679
H: 0.3517 1.0992 -2.0801
H: -3.0659 2.1344 -1.3743
H: -4.8253 0.6953 -0.4204
H: -5.3491 -1.8348 0.1152
H: -3.9789 -2.8535 0.5498
H: -4.2630 -2.0518 2.9218
H: -1.7131 -2.1673 0.0733
C: 2.5425 -1.7481 4.5332
C: 3.4107 -2.9203 4.9166
C: 4.2812 -2.7000 6.1275
O: 5.3645 -3.6054 5.8820
C: 5.4688 -3.7492 4.5345
O: 6.3688 -4.2856 3.9814
O: 4.3981 -3.1883 3.9079
H: 2.1062 -1.9049 3.5484
H: 1.7387 -1.6077 5.2568
H: 3.1255 -0.8279 4.4760
H: 2.7978 -3.8203 5.0285
H: 3.7806 -2.9406 7.0629
H: 4.6860 -1.6867 6.1853
C: 1.2568 -5.1048 -0.7996
C: 0.5787 -4.1261 -1.7263
C: 0.6176 -4.5016 -3.1855
O: 0.5196 -3.2187 -3.8227
C: 1.0440 -2.3086 -2.9689
O: 1.2825 -1.1775 -3.2487
O: 1.2635 -2.8613 -1.7476
H: 1.3661 -4.6746 0.1964
H: 0.6798 -6.0262 -0.7228
H: 2.2595 -5.3480 -1.1525
H: -0.4483 -3.9419 -1.3921
H: -0.2064 -5.1457 -3.4835
H: 1.5612 -4.9624 -3.4843
C: -1.2185 6.7191 -4.0827
C: -2.3786 6.0828 -3.3595
C: -3.0592 6.9673 -2.3481
O: -3.6089 5.9980 -1.4358
C: -2.8244 4.9120 -1.4947
O: -2.8881 3.9882 -0.7326
O: -1.9465 4.9891 -2.5167
H: -0.6570 5.9684 -4.6385
H: -1.5706 7.4796 -4.7784
H: -0.5237 7.1816 -3.3801
H: -3.0945 5.6802 -4.0811
H: -3.8441 7.5836 -2.7784
H: -2.3650 7.6026 -1.7946

Calculated values
Energy relative to the best compared isomer or geometry (same formula, charge and spin) in eV: 0.0000
Highest occupied orbital energy in eV: -12.2
Net charge: +1
Total energy in a.u.: -1908.415289
Largest force on an atom in eV Å⁻¹: 2.60

Löwdin population analysis, charges in e, atoms 1 to 5: atom 1 (C): 0.0471, atom 2 (C): -0.5072, atom 3 (O): 0.0863, atom 4 (O): -0.0015, atom 5 (C): -0.1675


Entry from OMol25: a molecular structure, C23H33N7O4Ti (wB97M-V/def2-TZVPD).

Geometry (Å):
Ti: 2.2391 -1.7710 1.4163
N: 3.4638 -2.1350 3.3483
C: 4.9281 -2.0305 3.0017
C: 5.1196 -2.5416 1.5537
O: 6.1537 -3.1408 1.2441
N: 4.0583 -2.2142 0.7340
C: 4.0384 -2.5355 -0.7168
C: 2.5961 -2.8613 -1.0872
O: 2.2939 -3.1619 -2.1966
O: 1.6916 -2.6721 -0.0560
H: 3.2627 -1.6149 4.2063
H: 3.2808 -3.0894 3.6053
H: 5.6222 -2.7106 3.5637
H: 5.2646 -1.0350 3.0165
H: 4.7350 -3.3067 -1.0144
H: 4.2198 -1.6977 -1.4151
C: -2.1102 3.4389 -7.4032
C: -2.3780 2.7515 -6.1219
C: -2.4540 3.5670 -4.9410
C: -2.7126 3.0023 -3.7253
C: -2.8782 1.5938 -3.6272
N: -2.9822 0.9291 -2.3700
C: -1.9835 0.5951 -1.5302
O: -2.1321 -0.2382 -0.6550
N: -0.8013 1.3103 -1.7381
C: 0.4508 1.2289 -1.1332
C: 1.5177 2.0233 -1.6752
C: 2.7209 1.9348 -1.0694
C: 2.9798 0.9373 -0.1328
N: 2.0190 0.1644 0.3566
C: 0.8050 0.2943 -0.1751
C: -2.7955 0.8206 -4.7236
C: -2.6730 1.4020 -5.9809
H: -2.2865 2.7201 -8.2109
H: -1.1282 3.8677 -7.4131
H: -2.8062 4.2472 -7.5791
H: -2.2476 4.6313 -4.9552
H: -2.8069 3.7008 -2.8165
H: -3.8076 0.3695 -2.1863
H: -0.7811 1.8903 -2.5883
H: 1.3616 2.6934 -2.5332
H: 3.5571 2.6237 -1.3087
H: 3.9524 0.7273 0.2964
H: -0.0428 -0.2525 0.1243
H: -3.0681 -0.2270 -4.7475
H: -2.6457 0.7420 -6.8192
C: -2.4152 -0.4607 5.4991
C: -2.3397 0.2803 4.1616
N: -1.5423 -0.3434 3.0617
C: -2.3413 -1.1836 2.1503
C: -2.8431 -2.5524 2.6828
C: -0.2376 -0.4012 3.1373
C: 0.5121 0.7652 3.8012
N: 0.4756 -1.3740 2.5849
H: -2.8546 0.2068 6.2677
H: -1.4038 -0.7556 5.7481
H: -3.0365 -1.3582 5.4241
H: -1.9442 1.2950 4.3226
H: -3.3056 0.4547 3.7195
H: -1.6588 -1.3783 1.3328
H: -3.1560 -0.5553 1.8395
H: -2.0276 -3.1008 3.1850
H: -3.1802 -3.1632 1.8415
H: -3.6557 -2.5039 3.4385
H: 0.2170 1.7901 3.4506
H: 1.5417 0.7529 3.3788
H: 0.5677 0.7150 4.8789
H: -0.1825 -2.1005 2.2719

Calculated values
Energy relative to the best compared isomer or geometry (same formula, charge and spin) in eV: 0.0000
Highest occupied orbital energy (alpha / beta) in eV: -10.4 / -11.4
Net charge: +1
Total energy in a.u.: -2429.886608
Multiplicity: 2
Largest force on an atom in eV Å⁻¹: 2.90

Löwdin population analysis, charges in e, atoms 1 to 5: atom 1 (Ti): 1.0788, atom 2 (N): -0.0261, atom 3 (C): -0.1195, atom 4 (C): -0.5098, atom 5 (O): 0.0498